1.
Formula: C42H43AsGeN3PPdS
Source: the Open Molecules 2025 dataset
Level of theory: the ωB97M-V functional and the def2-TZVPD basis

Geometry as XYZ:
```
93
Properties=species:S:1:pos:R:3:forces:R:3
C -3.340 -3.183 1.795 0.00 0.01 -0.01
C 3.395 -4.525 1.944 -0.01 0.01 0.00
C -5.427 5.100 -2.581 0.00 0.00 0.00
H -4.165 0.013 1.051 0.00 -0.01 0.00
H -2.103 -1.085 -1.557 -0.01 -0.02 0.00
C 3.653 0.108 -1.958 0.01 -0.04 -0.01
P 1.014 -0.400 -1.066 -0.16 0.26 -0.15
H 1.124 -1.020 -3.895 -0.01 0.01 0.01
H 0.813 2.664 1.635 0.01 0.00 0.00
H 4.307 -1.934 4.646 0.00 0.00 0.00
C 0.967 -0.705 1.679 -0.01 0.01 0.01
C 3.069 0.505 3.401 -0.01 0.00 -0.04
C -1.021 -3.997 -0.892 -0.01 0.00 -0.03
H -4.391 2.764 -5.470 0.00 0.00 0.00
N -4.030 3.805 -1.062 0.02 0.01 0.01
C -5.955 5.293 -3.850 0.00 0.00 0.00
C 1.545 -3.136 -1.354 0.00 0.03 0.00
H -4.568 -4.482 -0.832 0.01 0.00 0.00
C 1.278 -4.495 -1.349 -0.01 0.00 0.00
C -0.382 4.278 2.425 0.01 0.00 0.00
C -1.527 5.023 2.214 0.00 -0.01 -0.01
H 2.562 -2.801 -1.527 0.01 0.01 -0.02
H 0.347 -1.591 1.512 -0.03 -0.01 0.01
C 2.757 1.689 4.065 -0.02 0.00 -0.02
C -1.892 -1.644 -0.637 -0.01 -0.01 -0.01
C -4.536 -3.454 -1.195 0.00 0.00 0.01
C 3.102 -0.578 -4.584 -0.02 -0.01 0.00
H -5.694 5.768 -1.768 0.00 0.00 0.00
Ge -3.606 -2.275 0.075 0.02 -0.02 0.00
C -0.080 3.269 1.520 0.02 0.00 0.00
H 0.272 4.470 3.264 0.00 0.00 0.00
C -5.591 4.454 -4.891 0.00 0.00 0.00
H -0.253 -5.984 -1.114 0.00 0.00 0.00
H -4.032 -3.451 -2.163 -0.01 0.01 0.00
H -2.028 -4.355 -0.713 0.00 0.00 0.01
H -1.797 5.827 2.885 0.00 0.00 0.00
C 4.642 0.218 -2.929 0.01 0.00 -0.02
C -2.329 4.731 1.119 0.01 0.01 0.01
H 2.878 -0.846 -5.609 0.00 0.00 0.00
H -1.550 -0.866 0.052 -0.01 0.02 0.01
C -2.759 3.280 -0.920 -0.04 -0.05 -0.02
S -3.147 1.826 -3.025 0.01 -0.05 0.01
C 2.909 -2.459 3.098 0.02 0.00 0.04
Pd -0.432 1.247 -1.151 0.30 -0.37 0.08
N -2.238 2.443 -1.731 -0.07 0.17 -0.01
H 5.627 0.572 -2.652 0.00 0.00 0.00
H 3.889 0.383 -0.938 0.00 0.00 -0.01
H 0.272 0.137 1.748 0.01 0.00 -0.01
C 2.116 -0.678 -3.618 -0.03 -0.01 0.00
H 2.076 -5.208 -1.523 0.00 0.00 -0.01
C -4.213 3.186 -3.383 0.00 0.00 0.01
H 3.134 -5.247 1.180 -0.01 0.00 0.00
C 4.266 0.432 2.690 0.00 0.00 0.01
C -4.674 -0.659 0.358 0.00 0.02 0.00
C 2.379 -0.344 -2.289 0.06 -0.02 0.08
C -0.018 -4.926 -1.119 0.01 0.00 0.00
H -5.562 -3.116 -1.345 -0.01 -0.01 0.01
H -5.991 4.610 -5.883 0.00 0.00 0.00
H -3.209 5.333 0.944 -0.01 -0.01 -0.02
H -5.653 -0.903 0.772 0.00 0.00 0.00
C 4.528 -4.707 2.721 0.01 0.00 0.00
C -1.958 3.691 0.276 0.03 0.03 0.02
C 1.941 -0.492 0.530 0.03 0.04 0.00
H 5.731 -3.907 4.310 0.00 0.00 0.00
C -4.700 3.414 -4.660 0.00 0.00 0.00
As 1.744 -0.936 3.475 0.02 -0.04 0.01
H 2.691 -1.288 0.489 -0.01 0.01 0.01
C 4.371 -0.127 -4.243 0.01 0.01 0.02
H 5.142 -0.044 -4.999 0.00 0.00 0.00
H 2.464 0.456 0.668 -0.01 0.02 0.00
C 0.543 -2.189 -1.140 -0.01 -0.01 0.03
H -4.316 4.468 -0.363 -0.01 -0.02 0.02
H 1.837 1.754 4.637 0.00 0.00 0.01
C -0.773 -2.623 -0.894 0.00 0.01 0.00
C 4.796 2.702 3.294 0.01 -0.01 0.00
C -4.568 4.039 -2.346 -0.01 0.00 -0.01
C 5.123 1.522 2.637 -0.01 0.01 0.00
H 5.158 -5.575 2.572 0.00 0.00 0.00
H -4.818 -0.128 -0.585 0.00 0.00 -0.01
H 6.049 1.451 2.080 0.00 0.00 0.00
H -6.642 6.111 -4.024 0.00 0.00 0.00
H 3.358 3.696 4.537 -0.01 0.00 0.00
C 4.850 -3.771 3.695 0.00 -0.01 0.00
C 3.611 2.784 4.010 0.00 0.00 0.00
H 5.466 3.550 3.253 0.00 0.00 0.00
H 4.533 -0.482 2.175 0.00 -0.01 0.00
H -4.184 -3.832 2.030 -0.01 0.01 0.00
H -2.435 -3.791 1.777 -0.01 -0.01 -0.01
H -3.241 -2.450 2.596 0.02 0.00 0.00
H 1.714 -3.288 1.504 0.00 -0.01 0.01
C 2.589 -3.410 2.132 -0.01 0.01 0.00
C 4.043 -2.659 3.884 -0.01 0.00 -0.02
N -0.847 2.982 0.478 -0.12 0.01 0.00
```
Positions in Å, forces in eV/Å.

Summary:
Kohn-Sham gap ... 0.2189 Eh
LUMO ... -0.0090 hartree
HOMO level ... -6.2 eV
Relative energy (zero: lowest compared OMol25 entry of this formula, charge and spin) ... 0.0 kcal/mol
Multiplicity ... 1
Total energy ... -6970.65104 hartree



2.
Formula: C4H6O2
Source: the Open Molecules 2025 dataset
Level of theory: the ωB97M-V functional and the def2-TZVPD basis

Geometry as XYZ:
```
12
Properties=species:S:1:pos:R:3:forces:R:3
O 1.521 1.000 1.430 -0.13 0.01 0.31
O -2.047 -0.467 -1.210 -0.67 0.17 0.03
C 0.731 0.210 -0.764 0.13 0.10 -0.24
C 1.152 -0.091 0.647 -0.04 -0.28 -0.04
H 1.002 0.958 2.240 0.12 0.09 0.04
H -1.767 0.378 -1.574 0.20 -0.11 -0.18
H 1.035 -0.444 -1.578 0.07 0.10 0.14
C -0.241 -0.295 0.231 -0.28 0.05 -0.61
H 1.762 -0.988 0.781 -0.13 0.17 0.11
H 0.628 1.266 -1.009 0.21 -0.11 0.01
C -1.513 -0.592 0.050 0.16 -0.04 0.28
H -2.263 -0.934 0.755 0.35 -0.15 0.16
```
Positions in Å, forces in eV/Å.

Summary:
Kohn-Sham gap ... 0.3685 Eh
LUMO ... 0.0298 hartree
HOMO level ... -9.2 eV
SMILES string ... O/C=C1\C[C@H]1O
Relative energy (zero: lowest compared OMol25 entry of this formula, charge and spin) ... 68.0 kcal/mol
Multiplicity ... 1
Total energy ... -306.39792 hartree



3.
Formula: C37H40MgN9O3
Source: the Open Molecules 2025 dataset
Level of theory: the ωB97M-V functional and the def2-TZVPD basis

Geometry as XYZ:
```
90
Properties=species:S:1:pos:R:3:forces:R:3
C 1.890 -3.803 4.557 0.17 -0.16 0.65
C 6.028 -0.348 -1.802 0.56 -1.22 0.28
N -2.355 -2.653 -0.163 -1.23 -0.13 -0.63
H 0.114 1.425 -2.670 0.26 0.30 -0.10
C -2.580 4.455 0.082 -0.50 -0.05 0.32
C 1.780 4.934 0.441 -0.40 0.55 -0.08
O 1.044 0.626 -0.175 -0.02 -0.06 0.18
O -0.656 1.230 1.031 0.41 -0.21 -0.11
H -3.096 -4.000 2.441 0.10 -0.21 0.20
H 0.941 5.347 0.978 0.04 -0.02 0.06
H -4.198 5.824 -0.421 0.03 0.18 0.07
H -4.175 -0.116 -1.385 0.02 0.01 0.03
C 2.129 -2.340 2.327 0.38 -0.40 -1.34
H 3.152 0.226 -0.570 0.01 0.04 0.16
C -3.348 -3.232 -2.286 0.88 0.46 -0.34
C 4.074 0.569 -2.435 0.12 -1.60 0.50
C 2.969 3.707 -1.045 0.04 -0.15 1.03
H -2.202 -4.531 -1.081 0.37 0.10 0.20
C 3.096 -3.160 4.334 0.23 0.31 -0.55
H 2.957 -5.349 -1.397 -0.14 -0.05 -0.02
H 4.158 -1.989 2.853 -0.03 0.13 0.13
H 3.341 6.457 0.678 0.34 -0.21 0.15
N -1.970 4.183 1.265 0.05 -0.33 0.65
H -4.657 -1.093 5.107 0.09 0.12 0.01
H -0.171 -1.655 -1.663 0.06 0.14 0.09
H -2.910 -0.803 0.606 0.06 0.05 0.01
C -1.952 1.879 -2.458 0.07 -0.89 1.04
C 5.163 -0.440 -0.745 -0.10 0.03 0.40
H -4.090 2.241 -2.560 -0.05 -0.12 0.04
H -2.222 4.852 3.301 0.27 -0.03 -0.09
C 1.750 3.825 -0.417 -0.43 -0.55 -0.50
H -2.048 3.453 -5.873 0.40 -0.12 -0.16
C -2.503 4.939 2.266 -0.40 0.97 -0.26
N -3.109 2.815 -4.277 -0.46 0.38 0.02
H 4.741 4.914 -0.660 0.11 -0.36 -0.50
H 1.457 -2.137 -3.597 -0.46 0.76 0.51
N 3.992 0.137 -1.117 -0.55 0.41 -0.81
C -1.728 -1.232 3.484 0.32 -0.07 -1.02
H -0.868 -0.635 3.208 0.07 0.00 0.11
C -2.951 -3.124 3.063 -0.45 0.62 -1.06
C -0.781 2.360 -4.449 1.03 0.41 0.51
N 0.097 0.372 0.564 -0.68 0.19 -0.23
H -0.085 -4.167 3.860 -0.11 0.07 -0.08
C -3.520 5.444 0.325 0.45 -0.43 -0.82
C 3.226 -2.444 3.156 -0.20 0.07 0.36
H 5.234 -0.971 0.191 0.24 0.37 0.14
N 0.954 -2.949 2.516 0.18 -0.45 1.14
H -4.036 6.528 2.189 0.05 0.00 0.11
C 2.354 -3.685 -2.617 -0.45 -0.58 1.13
C 3.009 5.495 0.324 0.71 -0.19 -0.22
C 0.571 -2.438 -1.598 -0.19 -0.01 0.08
C 1.463 -2.646 -2.638 0.03 0.02 -1.24
H 3.942 -3.200 5.007 -0.15 -0.30 0.16
N -1.894 -2.343 2.735 -0.81 -0.38 1.87
H -1.287 3.461 1.401 0.11 -0.14 -0.08
H -4.869 -3.260 4.080 0.10 -0.25 -0.23
C -3.831 -1.458 4.510 -0.34 -0.08 0.76
C -3.021 -1.472 -0.236 0.77 -0.49 -0.11
H -1.978 1.459 -1.455 -0.02 0.18 0.04
H 3.333 2.903 -1.658 0.22 0.18 -0.15
H 3.179 0.822 -2.978 0.07 0.39 0.06
C -3.718 -1.095 -1.362 -0.21 0.62 -0.36
H 1.463 -4.937 0.367 -0.42 0.33 0.37
H 0.870 3.215 -0.552 0.23 -0.20 -0.17
H -3.416 -3.960 -3.082 -0.17 -0.13 0.13
C -2.588 -3.521 -1.158 -0.45 -0.10 -0.28
C -3.967 -2.697 3.896 0.33 0.20 0.32
C 0.848 -3.655 3.668 0.16 0.00 -0.59
C 5.313 0.155 -2.881 -0.50 1.21 -0.99
C 2.272 -4.515 -1.500 1.28 -0.31 -0.25
C -2.654 -0.751 4.393 0.23 0.09 -1.09
H -2.374 3.787 -0.737 -0.02 0.46 -0.31
O -0.166 -0.852 0.819 0.06 -0.14 0.25
H -4.384 -1.681 -3.346 0.22 0.27 -0.10
N 3.773 4.698 -0.522 -0.89 1.07 0.43
H -2.464 0.253 4.743 -0.26 -0.14 0.53
C -3.430 5.794 1.687 0.03 -0.67 0.41
H 7.034 -0.734 -1.858 -0.05 -0.02 0.17
C -3.802 -1.932 -2.470 -0.69 -0.82 1.01
H 5.664 0.194 -3.902 0.03 0.30 0.06
H 2.287 -1.874 1.358 -0.40 0.28 0.10
H 1.785 -4.443 5.422 -0.22 0.10 0.02
H 3.033 -3.871 -3.436 0.06 -0.03 0.03
H 0.143 2.353 -5.014 -0.15 0.17 -0.23
C 1.419 -4.246 -0.464 -0.52 0.67 -0.49
C -1.950 2.934 -4.929 -0.66 -0.71 0.36
C -3.131 2.271 -3.062 0.80 0.63 -0.70
Mg -0.705 -2.797 1.094 0.73 1.54 0.39
C -0.742 1.892 -3.135 -1.15 -0.30 -0.75
N 0.540 -3.195 -0.492 1.31 -1.57 -0.72
```
Positions in Å, forces in eV/Å.

Summary:
Kohn-Sham gap ... 0.2387 Eh
LUMO ... -0.1026 hartree
Charge ... +1
HOMO level ... -9.3 eV
Multiplicity ... 1
Total energy ... -2352.29891 hartree